The following is a quantum chemistry calculation of a single C4H8N2S molecule, from the Open Molecules 2025 dataset.

orbital gap = 9.413 eV
maximum force = 0.0881 hartree/bohr
structure (SMILES) = [H]/N=C/C(/C=N/[H])SC
energy above the lowest of the compared OMol25 structures with the same formula, charge and spin = 3.328 eV
2S+1 = 1
total charge = 0

Last column: Mulliken charge in e.
Positions of all 15 atoms, in Å:
S -1.0711 1.1313 -0.3646  -0.1079
N 2.2207 -0.9995 -0.4450  -0.4909
N 1.1990 -0.0237 2.4993  -0.5697
C -0.0900 -0.0601 0.4599  -0.2173
C 0.7182 0.6130 1.5467  -0.2316
C 1.1693 -0.4284 -0.7508  0.0162
C -2.2945 0.0565 -1.2607  -0.8206
H 0.7559 1.6601 1.3508  0.3627
H 1.8397 0.4243 3.2306  0.2546
H -2.5689 -0.6027 -0.5101  0.3031
H -1.7294 -0.2345 -2.1388  0.2470
H 2.8782 -1.2235 -1.2631  0.2720
H -3.2359 0.5971 -1.3969  0.3481
H -0.5055 -0.9933 0.6832  0.3950
H 0.7143 0.0834 -1.6406  0.2393